{"formula": "C31H28ClNO3", "method": "ωB97M-V/def2-TZVPD", "species": ["C", "C", "O", "C", "O", "C", "N", "C", "C", "C", "C", "C", "Cl", "C", "C", "C", "C", "C", "C", "C", "C", "C", "C", "C", "C", "C", "C", "O", "C", "C", "C", "C", "C", "C", "C", "C", "H", "H", "H", "H", "H", "H", "H", "H", "H", "H", "H", "H", "H", "H", "H", "H", "H", "H", "H", "H", "H", "H", "H", "H", "H", "H", "H", "H"], "positions_angstrom": [[-4.315, 4.006, -1.745], [-2.820, 4.117, -1.865], [-2.306, 2.976, -1.085], [-0.964, 2.902, -0.985], [-0.244, 3.661, -1.605], [-0.368, 1.859, 0.030], [1.038, 1.982, -0.191], [2.285, 1.967, -0.235], [3.313, 2.961, -0.713], [4.666, 2.565, -0.685], [5.692, 3.426, -1.078], [5.385, 4.723, -1.511], [6.643, 5.797, -1.949], [4.041, 5.119, -1.590], [3.006, 4.237, -1.206], [-0.898, 0.486, -0.062], [-2.312, 0.303, 0.537], [-3.117, 1.393, 0.854], [-4.429, 1.206, 1.252], [-4.917, -0.062, 1.568], [-6.312, -0.211, 2.085], [-4.081, -1.166, 1.338], [-2.821, -0.986, 0.773], [0.099, -0.636, 0.380], [-0.004, -1.262, 1.629], [0.812, -2.347, 1.961], [1.803, -2.767, 1.066], [2.659, -3.827, 1.407], [2.505, -5.101, 0.842], [3.489, -5.549, -0.046], [3.350, -6.807, -0.635], [2.280, -7.640, -0.286], [1.335, -7.197, 0.646], [1.441, -5.926, 1.221], [1.977, -2.092, -0.148], [1.118, -1.044, -0.479], [-4.831, 4.703, -2.406], [-4.657, 2.995, -1.986], [-4.643, 4.227, -0.725], [-2.492, 4.012, -2.904], [-2.451, 5.061, -1.448], [-0.591, 2.327, 1.013], [2.832, 1.077, 0.137], [4.918, 1.554, -0.339], [6.727, 3.109, -1.035], [3.813, 6.119, -1.941], [1.962, 4.544, -1.299], [-0.999, 0.271, -1.140], [-2.724, 2.405, 0.802], [-5.080, 2.080, 1.376], [-6.399, -1.055, 2.766], [-6.611, 0.702, 2.604], [-7.017, -0.363, 1.264], [-4.410, -2.165, 1.621], [-2.189, -1.862, 0.605], [-0.741, -0.919, 2.358], [0.685, -2.883, 2.899], [4.345, -4.911, -0.273], [4.086, -7.150, -1.365], [2.174, -8.631, -0.737], [0.500, -7.837, 0.943], [0.731, -5.564, 1.964], [2.778, -2.394, -0.823], [1.257, -0.517, -1.423]], "smiles": "CCOC(=O)[C@H](/N=C/c1ccc(Cl)cc1)[C@H](c1ccc(C)cc1)c1ccc(Oc2ccccc2)cc1", "e_tot_ha": -1938.69125, "e_homo_ev": -8.145, "lumo_ha": 0.018, "homo_lumo_gap_ev": 8.6, "max_force_ev_per_a": 3.1, "total_charge": 0}